{"formula": "C6H17N2", "method": "ωB97M-V/def2-TZVPD", "charge": 1, "lumo_ev": -7.90, "elements": ["N", "C", "C", "N", "C", "C", "C", "C", "H", "H", "H", "H", "H", "H", "H", "H", "H", "H", "H", "H", "H", "H", "H", "H", "H"], "coordinates": [[0.742, 1.056, -0.934], [2.114, 0.719, -1.153], [2.348, -0.800, -0.945], [-0.544, -0.578, 0.375], [-1.682, -1.060, -0.410], [-2.637, 0.107, -0.790], [-0.851, 0.078, 1.621], [0.441, 0.498, 2.320], [3.362, -1.167, -1.060], [0.087, 0.254, -0.343], [0.307, 1.255, -1.828], [2.727, 1.209, -0.385], [2.448, 1.069, -2.129], [1.719, -1.350, -1.653], [1.975, -1.080, 0.039], [-2.127, -1.950, 0.036], [-1.229, -1.386, -1.351], [-2.041, 0.891, -1.249], [-3.396, -0.233, -1.489], [-3.130, 0.505, 0.093], [-1.368, -0.736, 2.161], [-1.562, 0.911, 1.614], [0.913, 1.311, 1.773], [1.135, -0.342, 2.347], [0.250, 0.818, 3.342]], "atomic_forces_ev_per_a": [[-0.517, 1.181, 0.449], [0.883, -0.888, 0.760], [-0.858, -0.527, -0.332], [-1.344, -1.174, 0.729], [0.767, 1.420, -1.561], [-0.101, -0.705, 0.698], [1.161, 0.302, -0.080], [-0.118, -0.315, -0.063], [0.201, 0.500, -0.032], [1.188, 0.591, -0.395], [-0.523, -0.366, -0.172], [-0.244, 0.145, 0.016], [-0.180, -0.211, -0.159], [0.148, 0.014, -0.064], [0.258, 0.055, 0.055], [-0.119, 0.223, 0.527], [-0.065, -0.360, 0.146], [-0.079, 0.098, -0.098], [0.041, -0.028, -0.033], [-0.124, 0.080, -0.072], [-0.059, -0.081, -0.009], [-0.229, -0.123, -0.428], [-0.041, 0.106, 0.064], [0.000, -0.002, 0.076], [-0.047, 0.064, -0.022]], "mulliken_charge": [-0.372, -0.378, -0.866, 0.043, -0.437, -0.978, -0.239, -1.212, 0.364, 0.202, 0.346, 0.224, 0.404, 0.268, 0.210, 0.423, 0.268, 0.291, 0.385, 0.301, 0.416, 0.326, 0.304, 0.298, 0.409]}